(1)
63
Properties=species:S:1:pos:R:3:forces:R:3 method="wB97M-V/def2-TZVPD" e_tot_ha=-3243.9168 orbital_gap_ev="7.14 / 7.53" homo_ev="-11.307 / -11.373" max_force_ha_per_bohr=0.0247 charge=+1 lumo_energy_ev="-4.171 / -3.846"
Co 1.3874 0.2858 0.0322 -0.9 -0.9 -0.2
C -4.3115 -2.9049 -2.2436 0.0 0.0 0.0
C -3.9893 -1.6864 -1.3672 0.0 0.0 -0.1
C -3.5373 -2.1835 0.0054 0.0 0.0 0.1
C -5.2486 -0.8275 -1.1870 0.0 0.0 0.0
C -2.9118 -0.8488 -2.0545 0.0 0.0 0.0
C -3.1676 -0.2953 -3.3298 0.0 0.0 0.0
C -2.2464 0.4682 -4.0106 0.1 0.0 0.0
C -1.0120 0.7017 -3.4018 -0.1 0.0 -0.2
S 0.3612 1.6169 -3.9682 -0.1 0.0 0.0
C 1.1948 1.2325 -2.5314 0.1 0.0 0.0
N 0.5292 0.4724 -1.6956 0.1 0.4 -0.1
C -0.7464 0.1607 -2.1525 0.3 -0.1 0.2
C -1.6825 -0.6156 -1.4720 0.0 0.0 0.0
C 2.5105 1.6646 -2.0701 0.0 0.1 -0.3
C 3.4375 2.4041 -2.7861 0.1 0.0 0.0
C 4.6517 2.7185 -2.1838 -0.1 0.0 0.1
C 4.9203 2.2971 -0.8886 0.0 0.0 0.0
C 3.9770 1.5657 -0.1595 0.2 0.1 -0.1
C 2.7825 1.2543 -0.7641 -0.3 0.2 0.4
H -5.0710 -3.5203 -1.7575 0.0 0.0 0.0
H -3.4236 -3.5211 -2.4003 0.0 0.0 0.0
H -4.6975 -2.6144 -3.2218 0.0 0.0 0.0
H -4.3425 -2.7597 0.4628 0.0 0.0 0.0
H -3.2998 -1.3581 0.6822 0.0 0.0 0.0
H -2.6647 -2.8380 -0.0644 0.0 0.0 0.0
H -6.0170 -1.3980 -0.6619 0.0 0.0 0.0
H -5.6682 -0.5130 -2.1437 0.0 0.0 0.0
H -5.0313 0.0689 -0.6018 0.0 0.0 0.0
H -4.1266 -0.4766 -3.7976 0.0 0.0 0.0
H -2.4767 0.8731 -4.9869 0.0 0.0 0.0
H -1.4279 -1.0227 -0.5019 0.0 0.0 0.0
H 3.2293 2.7312 -3.7985 0.0 0.0 0.0
H 5.3883 3.2944 -2.7269 0.0 0.0 0.0
H 5.8704 2.5400 -0.4298 0.0 0.0 0.0
H 4.1967 1.2489 0.8523 0.0 0.0 0.0
C -0.4324 3.4561 0.3242 0.0 0.0 0.0
C -0.3658 2.4682 1.4478 0.1 -0.1 -0.2
C -1.0030 2.6436 2.6698 0.0 0.0 0.0
C -0.8686 1.6677 3.6472 0.0 0.0 0.0
C -0.1077 0.5219 3.4358 -0.1 0.0 0.1
C 0.5116 0.4110 2.2080 0.4 -0.3 -0.1
N 0.3502 1.3607 1.2684 0.2 0.1 -0.3
N 1.3414 -0.5589 1.6463 0.2 0.3 0.6
Si 2.4843 -1.6557 2.4411 -0.3 0.1 -0.2
C 1.5619 -2.8675 3.4821 -0.1 -0.3 0.2
C 3.3687 -2.4997 1.0444 0.1 -0.1 -0.2
C 3.6385 -0.6509 3.4817 0.1 0.2 0.2
H -1.4683 3.6997 0.0869 0.0 0.0 0.0
H 0.0519 3.0617 -0.5674 0.0 0.0 0.0
H 0.0683 4.3835 0.6052 0.0 0.0 0.0
H -1.5939 3.5318 2.8436 0.0 0.0 0.0
H -1.3647 1.8011 4.6007 0.0 0.0 0.0
H 0.0023 -0.2447 4.1889 0.0 0.0 0.0
H 0.7815 -3.3818 2.9172 0.0 0.0 0.0
H 1.1080 -2.4014 4.3598 0.0 0.0 0.0
H 2.2645 -3.6240 3.8465 -0.1 0.0 0.0
H 2.8489 -3.4099 0.7370 0.0 0.0 0.0
H 4.3866 -2.7771 1.3282 -0.1 0.0 0.0
H 3.4515 -1.8512 0.1659 0.1 0.0 0.0
H 3.1473 -0.3116 4.3981 0.0 0.0 0.0
H 3.9792 0.2367 2.9421 0.1 0.0 0.1
H 4.5208 -1.2245 3.7753 0.0 0.0 0.0

(2)
23
Properties=species:S:1:pos:R:3:forces:R:3 method="wB97M-V/def2-TZVPD" e_tot_ha=-421.6071 orbital_gap_ev="7.97 / 8.66" homo_ev="-7.579 / -8.100" max_force_ha_per_bohr=0.0598 smiles="CC(C)=[NH+][O-].C/C=N/C" lumo_energy_ev="0.392 / 0.565" de_lowest_kcal_mol=121.21
C -2.0140 0.1708 0.0683 -0.5 1.1 1.4
C -2.3337 -1.2867 0.0403 0.5 0.1 -0.4
C -1.3723 0.7483 1.2697 -0.3 0.0 0.4
N -2.2282 1.0005 -0.9686 0.6 -3.0 -0.6
O -1.8995 0.2667 -2.0335 -0.9 1.2 -0.7
H -3.0526 1.6091 -0.9864 0.6 0.4 -0.1
H -2.8968 -1.5423 -0.8530 0.1 0.0 -0.1
H -2.9177 -1.5469 0.9298 0.2 0.2 0.1
H -1.4205 -1.8866 0.0687 -0.1 -0.1 -0.1
H -1.5755 0.1610 2.1653 -0.1 0.0 0.1
H -1.6803 1.7857 1.4160 0.0 0.1 0.0
H -0.2831 0.7517 1.1084 -0.2 0.0 -0.1
C 1.3759 1.1564 -1.4677 0.0 0.0 -0.1
C 2.7250 -1.1007 1.2035 0.0 -0.1 0.0
C 2.5030 -0.3452 -0.0659 0.0 0.0 -0.1
N 1.5580 0.4757 -0.2060 0.1 -0.1 0.2
H 3.2131 -0.5544 -0.8824 -0.1 0.1 0.0
H 2.1602 0.9266 -2.2022 0.0 0.0 0.1
H 1.3607 2.2325 -1.2842 0.0 0.0 0.0
H 0.4035 0.8757 -1.8812 0.0 0.0 0.0
H 2.6735 -2.1770 1.0152 0.0 0.1 0.0
H 3.7215 -0.8917 1.5974 0.0 0.0 0.0
H 1.9797 -0.8291 1.9485 0.0 0.0 0.0

(3)
40
Properties=species:S:1:pos:R:3:forces:R:3 method="wB97M-V/def2-TZVPD" e_tot_ha=-1010.1620 orbital_gap_ev=8.61 homo_ev=-7.920 max_force_ha_per_bohr=0.0246 smiles="CC(C)C[C@@H](NC(N)=O)C(=O)Nc1ccc2c(c1)OCO2" lumo_energy_ev=0.693 de_lowest_kcal_mol=18.45
C -3.9207 -2.2679 -0.9990 -0.1 0.2 0.2
H -4.8549 -2.8005 -1.1602 -0.1 -0.1 -0.1
H -3.1019 -2.9177 -1.3033 0.1 -0.1 -0.1
H -3.9292 -1.3833 -1.6298 0.0 0.0 -0.1
C -3.7866 -1.8849 0.4725 0.2 -0.2 0.0
C -4.0041 -3.1060 1.3644 0.0 0.3 -0.1
H -4.9918 -3.5281 1.1957 -0.1 -0.1 0.0
H -3.9214 -2.8387 2.4156 0.0 0.0 0.1
H -3.2632 -3.8725 1.1458 0.1 -0.1 0.0
C -2.4147 -1.2731 0.7787 -0.4 0.2 -0.2
C -2.1447 0.0339 0.0111 -0.1 -0.1 0.2
N -3.1511 1.0273 0.3012 0.2 0.0 0.2
C -3.9024 1.5515 -0.7153 -0.1 0.1 0.2
O -3.9702 1.0485 -1.8184 0.0 -0.1 -0.5
N -4.5895 2.6842 -0.3797 -0.1 0.3 0.0
H -4.6759 2.9711 0.5786 0.0 0.0 0.0
H -5.2957 2.9931 -1.0247 0.1 -0.1 0.0
H -2.9163 1.6176 1.0891 0.0 0.0 -0.1
H -2.1677 -0.1452 -1.0687 0.0 0.0 0.1
C -0.7812 0.5797 0.4456 -0.3 -0.2 -0.4
O -0.6914 1.4764 1.2578 0.1 0.2 0.2
N 0.2588 -0.0643 -0.1410 -0.1 -0.3 -0.3
C 1.6349 0.1216 0.0453 0.4 0.2 0.3
C 2.1479 1.0466 0.9454 -0.3 0.0 0.0
C 3.5208 1.2077 1.1112 0.5 -0.3 -0.3
C 4.3511 0.4196 0.3539 -0.4 -0.3 -0.3
C 3.8379 -0.5113 -0.5513 0.1 0.4 0.4
C 2.4893 -0.6816 -0.7256 0.3 0.0 0.0
H 2.1068 -1.4032 -1.4292 -0.1 -0.1 -0.1
O 4.8692 -1.1613 -1.1723 -0.5 -0.1 -0.1
C 6.0529 -0.6085 -0.6348 1.2 -0.3 -0.3
O 5.7214 0.3746 0.3206 -0.2 0.3 0.3
H 6.6460 -0.1527 -1.4440 -0.2 -0.1 0.2
H 6.6455 -1.4044 -0.1559 -0.2 0.2 -0.1
H 3.9167 1.9257 1.8086 0.0 0.1 0.1
H 1.4685 1.6503 1.5217 0.0 0.0 0.0
H 0.0229 -0.7698 -0.8256 -0.1 0.2 0.1
H -1.6334 -1.9974 0.5366 0.0 -0.1 0.0
H -2.3518 -1.0571 1.8481 0.1 0.0 0.1
H -4.5523 -1.1387 0.7059 0.0 0.0 0.0